Record 1
# C4H7N3O

An isolated molecule of C4H7N3O at a distorted geometry (ωB97M-V/def2-TZVPD, OMol25).

Atoms and positions in Å:
C -1.519 0.365 -0.900
C 0.955 -0.756 0.941
H -2.524 0.733 -0.883
H 0.349 -1.605 0.439
H 2.269 -0.907 -1.195
O -1.942 0.496 1.426
C 0.351 0.355 0.131
H 2.045 -1.139 0.726
N 1.558 -0.615 -1.964
N -1.166 0.136 0.348
N -0.623 0.297 -1.904
H 0.890 -0.309 1.917
H 0.432 1.246 0.618
H -1.592 1.544 1.659
C 0.517 0.160 -1.359

The value obtained for the HOMO-LUMO gap is 0.2963 Eh. Its SMILES is [H]/N=C1/N=CN(O)[C@H]1C.

These are the Mulliken partial charges, in e, on atoms 1 to 8: -0.06, -1.25, 0.43, 0.41, 0.23, -0.41, -0.11, 0.29

---

Record 2
# C4H7N3O

A structure of composition C4H7N3O at a distorted geometry (ωB97M-V/def2-TZVPD, OMol25).

Atoms and positions in Å:
H 1.988 1.764 0.701
H -1.907 1.799 0.027
N 2.702 -0.034 0.057
H 3.237 -1.428 -0.830
H 0.896 -1.242 0.956
C -0.332 -0.288 0.311
C -2.752 -0.479 -0.491
H -3.093 -1.706 -0.578
H -0.021 1.790 0.209
C 1.874 0.891 0.088
N -0.182 -1.234 1.103
C -1.703 0.471 0.017
O 2.358 -1.083 -0.624
N 0.572 0.876 -0.036
H -3.637 -0.096 -0.912

The value obtained for the HOMO-LUMO gap is 0.3359 Eh.

These are the Mulliken partial charges, in e, on atoms 1 to 8: 0.32, 0.08, -0.58, 0.42, 0.39, 0.51, -0.68, 0.22

---

Record 3
# C4H7N3O

An isolated molecule of C4H7N3O at a distorted geometry (ωB97M-V/def2-TZVPD, OMol25).

Atoms and positions in Å:
H -0.711 2.429 0.856
H 2.188 1.582 -1.003
N 0.830 -1.463 -0.640
H 0.357 2.022 -1.188
H 0.997 -1.574 -1.633
H -2.026 -0.861 1.326
C -0.481 0.544 0.688
N 0.863 0.652 0.290
O -1.543 -1.201 -1.376
C -0.789 -1.210 -0.423
C -0.983 -0.857 1.004
H -0.291 -1.403 1.647
C 1.151 1.464 -0.675
H 1.597 -1.679 -0.018
N -1.159 1.556 1.144

The value obtained for the HOMO-LUMO gap (alpha / beta) is 0.3409 / 0.3410 Eh. Its SMILES is [H]/N=C(/CC(N)=O)N=C.

These are the Mulliken partial charges, in e, on atoms 1 to 8: 0.30, 0.28, -0.55, 0.28, 0.22, 0.26, 0.39, -0.30

---

Respective energy relative to the best compared isomer or geometry (same formula, charge and spin) values: 6.474; 8.299; 3.238 eV.